[1]
Formula: C4H5NO
Source: the Open Molecules 2025 dataset
Level of theory: ωB97M-V/def2-TZVPD

Properties
HOMO-LUMO gap ... 9.450 eV
HOMO energy ... -9.696 eV
LUMO energy ... -0.25 eV
Max |F| ... 0.69 eV/Å

CARTESIAN COORDINATES (ANGSTROEM)
1 O 0.443 -0.932 -1.688
2 N 1.799 0.332 -0.026
3 C -0.616 1.053 1.016
4 C 0.873 -0.308 -0.547
5 C 0.389 -0.033 0.739
6 C -0.769 -1.426 -1.449
7 H -1.026 -1.904 -2.410
8 H 0.474 -0.821 1.486
9 H -1.590 0.617 1.270
10 H -0.761 1.702 0.146
11 H -0.284 1.655 1.863

natural (NBO) atomic charge list, values in e, 5 entries: O -0.46; N -0.31; C -0.64; C 0.44; C -0.11

=====

[2]
Formula: C42H66As2N7O2PS2Si2W
Source: the Open Molecules 2025 dataset
Level of theory: ωB97M-V/def2-TZVPD

Properties
HOMO-LUMO gap (spin up / spin down) ... 5.708 / 5.780 eV
Expectation value of S² ... 2.06
2S+1 ... 3
Charge ... +2
HOMO energy (spin up / spin down) ... -11.834 / -11.834 eV
LUMO energy (spin up / spin down) ... -6.13 / -6.05 eV
Max |F| ... 2.86 eV/Å

CARTESIAN COORDINATES (ANGSTROEM)
1 W 0.224 -0.953 -0.911
2 As -0.110 5.242 -0.205
3 As -0.853 -2.048 0.828
4 S -0.644 -0.316 -3.160
5 S 2.629 -0.958 -0.795
6 P 0.617 1.294 0.055
7 Si -1.011 -4.455 1.572
8 Si -2.321 -1.237 2.634
9 O -2.343 0.218 -0.871
10 O 2.064 -1.789 2.032
11 N 5.069 -3.456 -2.474
12 N 3.612 -3.490 -0.845
13 N 0.402 -2.947 -2.025
14 N 2.768 -3.937 0.142
15 N -1.193 -4.293 -3.064
16 N 2.048 -0.882 -3.717
17 N 4.431 -2.281 -2.408
18 C 1.271 1.424 2.774
19 C 1.836 7.562 2.789
20 C 2.879 3.890 -2.290
21 C 0.916 9.052 1.150
22 C 1.790 1.341 1.479
23 C -2.140 -4.094 -1.979
24 C -2.809 -5.058 1.281
25 C 2.102 1.438 3.880
26 C 0.127 -5.569 0.510
27 C -3.070 -2.902 -2.161
28 C -0.089 3.789 1.172
29 C -2.445 6.209 1.316
30 C -3.602 -2.533 3.198
31 C 3.478 1.381 3.720
32 C -2.937 5.382 -0.877
33 C 0.009 -3.722 -3.022
34 C -0.680 2.468 0.672
35 C -4.284 5.643 -0.676
36 C 5.000 -5.565 -1.175
37 C 0.946 -0.616 -3.466
38 C 1.355 6.475 2.074
39 C -1.247 -0.774 4.152
40 C -4.711 6.189 0.523
41 C -2.308 -4.549 -5.289
42 C 2.043 4.038 -3.383
43 C 1.311 2.386 -1.256
44 C 0.638 6.667 0.900
45 C 1.617 8.850 2.329
46 C 0.820 3.389 -3.404
47 C -3.412 0.254 2.125
48 C 0.453 2.590 -2.338
49 C -3.788 6.472 1.519
50 C 0.438 7.967 0.439
51 C -1.585 -5.221 -4.125
52 C 0.996 -4.042 -4.111
53 C 3.175 1.237 1.336
54 C -0.502 -4.555 3.413
55 C 4.008 1.270 2.445
56 C 2.528 3.059 -1.234
57 C 3.521 -2.272 -1.425
58 C -2.003 5.664 0.115
59 C 4.577 -4.196 -1.526
60 H -2.730 -5.005 -1.882
61 H 1.552 5.478 2.451
62 H 3.202 2.977 -0.395
63 H 0.563 -5.021 -0.321
64 H 0.531 -4.874 3.529
65 H -3.657 -2.767 -1.252
66 H 2.512 -3.180 0.788
67 H -4.998 5.434 -1.461
68 H 0.941 -5.981 1.102
69 H -4.116 6.909 2.451
70 H -1.689 -3.786 -5.758
71 H -1.404 -1.484 4.961
72 H 1.403 -5.045 -3.974
73 H 4.137 1.418 4.575
74 H 0.541 -3.986 -5.097
75 H -0.528 2.134 -2.337
76 H 5.078 1.210 2.312
77 H -0.427 -6.414 0.106
78 H 0.938 3.646 1.509
79 H -0.612 -3.581 3.887
80 H -2.247 -5.962 -3.675
81 H 0.157 3.504 -4.248
82 H 0.742 10.055 0.789
83 H 3.626 1.142 0.362
84 H -0.109 8.120 -0.488
85 H -0.187 -0.773 3.907
86 H -4.151 -2.145 4.054
87 H -0.709 -5.751 -4.498
88 H 2.381 7.406 3.710
89 H -2.831 -5.949 0.658
90 H 0.204 1.497 2.928
91 H -5.759 6.402 0.678
92 H 4.607 -1.553 -3.086
93 H 1.929 -2.056 2.949
94 H 1.405 -2.824 -2.132
95 H 1.823 -3.333 -4.098
96 H 3.176 -4.728 0.625
97 H 5.369 -5.590 -0.148
98 H -0.660 4.147 2.031
99 H -2.595 4.968 -1.822
100 H -1.564 -3.956 -1.061
101 H -3.754 -3.057 -2.990
102 H -2.554 -5.295 -6.041
103 H -4.303 -0.075 1.591
104 H -3.237 -4.088 -4.965
105 H 5.804 -5.862 -1.842
106 H -1.377 2.639 -0.156
107 H -4.326 -2.746 2.415
108 H -1.729 6.445 2.095
109 H -3.147 -3.471 3.499
110 H -1.236 1.961 1.464
111 H -3.307 -5.322 2.210
112 H 2.337 4.669 -4.209
113 H -2.909 1.008 1.528
114 H -2.763 0.765 -1.548
115 H -3.408 -4.290 0.796
116 H -2.496 -1.997 -2.344
117 H 1.668 1.506 4.866
118 H -3.053 -0.070 -0.282
119 H 3.825 4.411 -2.260
120 H 4.180 -6.278 -1.271
121 H 1.989 9.695 2.889
122 H -3.754 0.754 3.029
123 H 2.716 -1.076 2.031
124 H -1.113 -5.268 3.964
125 H -1.502 0.209 4.541

Mulliken atomic charge list, values in e, 5 entries: W 0.41; As 0.52; As 0.64; S -0.60; S 0.12

=====

Question: Among the records above, which one has the highest max |F|?
Answer: C42H66As2N7O2PS2Si2W